Formula: C36H89CrF9N8O14S2
Source: OMol25
Level of theory: ωB97M-V/def2-TZVPD

Last column: Mulliken spin population.
Geometry (Å):
Cr: -2.857 -2.274 -0.334  3.122
C: -0.299 0.002 0.323  -0.016
O: 0.303 -0.237 -0.948  -0.003
O: -1.355 -0.948 0.350  0.002
C: 0.841 0.048 1.397  -0.010
F: 1.634 -1.101 1.319  0.000
F: 1.773 1.025 1.184  -0.002
F: 0.360 0.224 2.663  -0.003
C: 0.937 0.747 -1.635  0.002
C: 1.616 -0.200 -2.781  0.000
H: 2.099 -1.066 -2.329  0.000
H: 0.895 -0.628 -3.478  -0.001
H: 2.305 0.424 -3.350  0.000
H: 1.748 1.159 -1.034  -0.001
H: 0.269 1.543 -1.962  0.001
H: -0.625 1.042 0.325  0.020
C: -2.381 -1.443 3.991  0.002
F: -2.986 -0.458 3.219  -0.001
F: -1.149 -1.098 4.467  0.000
F: -3.235 -1.648 4.915  0.000
S: -2.157 -3.077 2.901  0.005
O: -0.801 -3.210 2.377  0.004
O: -2.538 -4.079 3.872  0.001
N: -3.355 -2.828 1.540  -0.027
S: -4.707 -3.422 2.123  0.010
O: -5.048 -3.160 3.521  -0.005
O: -5.796 -3.124 1.148  -0.001
C: -4.575 -5.360 1.999  0.000
F: -3.486 -5.684 1.305  0.000
F: -4.425 -5.890 3.272  0.000
F: -5.726 -5.875 1.501  0.000
C: 3.177 4.530 -2.132  0.000
C: 2.508 3.500 -3.077  0.000
O: 2.554 3.748 -4.486  0.000
H: 4.248 4.586 -2.327  0.000
H: 2.975 4.069 -1.166  0.000
H: 2.621 5.454 -2.292  0.000
H: 1.552 3.253 -2.616  0.000
H: 2.981 2.518 -3.120  0.000
H: 3.444 3.692 -4.840  0.000
C: -1.986 3.117 2.700  0.109
C: -1.909 4.414 3.537  0.006
C: -2.812 4.505 4.742  0.001
O: -4.140 4.663 4.184  -0.001
C: -5.181 4.521 5.193  0.000
N: -0.489 4.573 3.898  0.863
H: -1.329 2.998 1.839  -0.002
H: -3.023 2.978 2.394  -0.006
H: -1.831 2.331 3.439  0.008
H: -2.199 5.250 2.900  0.046
H: -2.607 5.344 5.407  -0.008
H: -2.694 3.506 5.163  -0.002
H: -4.975 3.649 5.813  0.000
H: -6.182 4.333 4.803  0.000
H: -5.152 5.459 5.747  0.000
H: -0.228 3.963 4.660  -0.046
H: 0.218 4.287 3.235  -0.023
C: -4.192 1.532 -0.444  -0.006
C: -4.477 0.324 0.428  -0.010
C: -5.799 0.526 1.171  -0.001
O: -5.950 -0.645 1.977  0.002
C: -7.057 -0.504 2.794  0.000
N: -4.453 -0.888 -0.397  -0.052
H: -4.302 2.474 0.093  0.000
H: -4.876 1.558 -1.293  -0.001
H: -3.161 1.619 -0.787  0.001
H: -3.638 0.312 1.123  0.018
H: -6.623 0.537 0.458  0.000
H: -5.761 1.386 1.840  -0.001
H: -6.905 0.332 3.476  0.000
H: -7.277 -1.426 3.333  0.000
H: -7.948 -0.324 2.193  0.000
H: -5.043 -0.641 -1.179  0.007
H: -5.274 -1.370 -0.059  0.011
C: 0.691 -0.324 -6.721  0.000
C: -0.796 -0.119 -6.931  0.000
C: -1.151 1.261 -6.526  0.000
O: -1.192 1.382 -5.081  0.000
C: -1.842 2.567 -4.609  0.000
N: -1.104 -0.367 -8.349  0.000
H: 1.333 0.247 -7.393  0.000
H: 0.927 -1.386 -6.778  0.000
H: 1.032 -0.164 -5.698  0.000
H: -1.392 -0.841 -6.372  0.000
H: -2.131 1.523 -6.925  0.000
H: -0.483 1.994 -6.977  0.000
H: -2.888 2.530 -4.910  0.000
H: -1.395 3.502 -4.948  0.000
H: -1.838 2.687 -3.525  0.000
H: -2.092 -0.180 -8.444  0.000
H: -0.835 -1.332 -8.481  0.000
C: 0.227 -4.679 -2.171  -0.001
C: -0.612 -3.437 -1.689  0.015
C: -1.390 -2.715 -2.860  -0.014
O: -2.261 -1.731 -2.304  -0.028
C: -2.624 -0.809 -3.222  -0.011
N: -1.458 -3.899 -0.606  -0.044
H: -0.134 -5.336 -2.963  0.000
H: 0.453 -5.376 -1.364  0.000
H: 1.177 -4.424 -2.641  0.000
H: 0.128 -2.683 -1.424  -0.003
H: -2.006 -3.429 -3.406  -0.015
H: -0.618 -2.342 -3.532  -0.001
H: -3.494 -1.172 -3.768  0.003
H: -1.802 -0.537 -3.884  0.003
H: -2.966 0.089 -2.708  0.005
H: -0.812 -4.503 -0.118  0.008
H: -1.935 -4.696 -1.003  0.014
C: 6.394 0.115 2.291  0.000
C: 5.649 -0.421 3.502  0.000
C: 5.452 -1.984 3.510  0.000
O: 4.680 -2.311 4.723  0.000
C: 3.278 -2.231 4.532  0.000
N: 6.202 0.078 4.769  0.000
H: 7.469 -0.045 2.202  0.000
H: 6.374 1.205 2.276  0.000
H: 5.899 -0.244 1.389  0.000
H: 4.637 -0.017 3.476  0.000
H: 6.401 -2.477 3.724  0.000
H: 5.006 -2.454 2.634  0.000
H: 2.671 -2.181 5.436  0.000
H: 2.782 -3.093 4.087  0.000
H: 2.952 -1.418 3.883  0.000
H: 7.167 -0.223 4.778  0.000
H: 5.741 -0.528 5.432  0.000
C: 4.388 -2.221 -9.070  0.000
C: 4.876 -1.511 -7.797  0.000
C: 4.783 -2.290 -6.478  0.000
O: 5.431 -1.702 -5.311  0.000
C: 5.001 -0.413 -4.947  0.000
N: 6.281 -1.296 -8.025  0.000
H: 3.318 -2.392 -8.950  0.000
H: 4.836 -3.178 -9.339  0.000
H: 4.724 -1.668 -9.947  0.000
H: 4.413 -0.525 -7.748  0.000
H: 5.260 -3.270 -6.458  0.000
H: 3.729 -2.507 -6.301  0.000
H: 5.412 -0.042 -4.008  0.000
H: 3.913 -0.484 -4.925  0.000
H: 5.263 0.441 -5.571  0.000
H: 6.344 -0.560 -8.714  0.000
H: 6.697 -0.965 -7.167  0.000
C: 1.773 1.609 5.023  -0.001
C: 0.440 1.569 5.796  -0.005
C: 0.509 0.700 7.066  0.007
O: 1.577 1.232 7.815  0.001
C: 1.873 0.532 8.976  0.000
N: -0.065 2.930 6.118  0.053
H: 2.157 0.590 4.991  -0.001
H: 2.532 2.274 5.436  0.000
H: 1.668 2.063 4.037  0.002
H: -0.305 1.155 5.116  -0.002
H: 0.554 -0.377 6.903  0.000
H: -0.438 0.813 7.593  -0.001
H: 2.836 0.807 9.405  0.000
H: 2.000 -0.532 8.779  0.000
H: 1.055 0.486 9.696  0.000
H: 0.511 3.368 6.823  0.002
H: -0.902 2.846 6.677  0.000

The expectation value of S² is 6.044. As for the multiplicity: 5. Its net charge is +2. The max |F| is 0.125 Eh/bohr. The calculation puts the HOMO energy (alpha / beta) at -11.847 / -11.847 eV.